Record 1
51
Properties=species:S:1:pos:R:3:forces:R:3:nbo_charge:R:1 method="wB97M-V/def2-TZVPD" total_charge=+3 de_lowest_ev=11.908 gap_ev=2.39
Zr -0.11924 -3.63226 0.17202 -0.4 0.1 -0.2 1.976
C -1.48584 1.31890 -2.44636 -1.2 -0.4 -3.7 -0.522
C -0.68783 1.04991 -1.14609 -0.9 -3.7 4.0 -0.095
O -0.70334 -0.29003 -0.77128 0.3 3.9 -1.5 -0.212
H -2.48538 0.90942 -2.30024 -0.1 0.3 0.6 0.287
H -1.16411 0.84225 -3.37232 0.6 -0.4 0.3 0.269
H -1.44928 2.36924 -2.73537 0.1 0.3 0.9 0.311
H -1.14403 1.69931 -0.39891 0.3 -0.1 0.2 0.249
H 0.32140 1.27575 -1.49039 0.9 0.1 -0.9 0.359
C 2.49971 0.06150 -5.31671 0.0 -0.1 -0.3 -0.645
C 2.67556 -1.49175 -5.25517 -1.0 1.6 -0.2 -0.080
O 3.88651 -1.80485 -4.53667 0.8 -0.1 0.1 -0.424
C 3.92978 -2.12260 -3.28631 -1.8 -0.6 1.3 0.739
O 2.94225 -2.29962 -2.55128 1.2 0.3 -0.7 -0.697
C 5.36497 -2.36312 -2.68797 2.1 -0.9 -2.2 0.905
F 5.74966 -1.48891 -1.81851 -0.5 1.8 1.1 -0.284
F 5.41772 -3.53234 -2.06352 -0.6 -0.6 -0.3 -0.300
F 6.34515 -2.36080 -3.66508 -1.7 -0.2 0.8 -0.303
H 2.42235 0.57199 -4.35676 0.4 -0.5 0.5 0.194
H 1.57135 0.38201 -5.78947 -0.2 -0.6 -0.4 0.230
H 3.27390 0.58878 -5.87410 0.2 -0.4 0.0 0.253
H 2.78473 -1.95378 -6.23634 0.3 0.3 0.1 0.237
H 1.76200 -1.90910 -4.83168 0.4 -0.3 0.5 0.183
C 2.60201 1.45597 4.87045 0.0 0.3 0.2 -0.631
C 2.18135 1.64856 3.45693 0.3 -0.9 -0.8 -0.070
O 2.57323 2.98887 3.08498 -0.4 1.9 -1.2 -0.433
C 1.67611 3.98973 2.91927 -0.3 -2.8 1.1 0.701
O 0.50692 3.83672 3.18375 0.4 0.5 -0.5 -0.381
C 2.19928 5.32382 2.36845 1.9 2.2 -0.3 0.917
F 1.72766 6.30978 3.19757 1.3 -1.6 -1.4 -0.267
F 3.60508 5.32125 2.25305 -3.3 0.1 0.7 -0.280
F 1.70924 5.53388 1.13365 0.2 -0.4 1.0 -0.282
H 2.12961 2.30606 5.36269 -0.1 -0.5 0.9 0.233
H 3.67908 1.54851 5.00995 0.0 0.0 -0.2 0.247
H 2.31056 0.46470 5.21764 -0.3 0.3 0.3 0.230
H 1.14425 1.38440 3.25022 -0.3 0.8 0.4 0.182
H 2.71237 0.98630 2.77317 0.5 0.3 -0.1 0.184
C -4.95308 -1.99870 3.85585 -0.3 -0.3 0.0 -0.679
C -4.90217 -0.89553 2.73871 1.2 -2.3 0.7 -0.059
O -5.46304 -1.35487 1.45413 0.8 -2.7 -2.5 -0.469
C -4.93230 -2.39991 0.61926 3.0 1.2 4.1 0.738
O -3.85575 -3.03828 0.76800 -2.1 2.4 -0.2 -0.668
C -5.82559 -2.79223 -0.52318 -1.8 -1.0 -0.6 0.896
F -5.88585 -4.21122 -0.47567 -0.2 3.2 -0.5 -0.301
F -7.01210 -2.20857 -0.30407 0.7 -1.3 -0.9 -0.262
F -5.35860 -2.39771 -1.74406 -0.3 -0.7 1.5 -0.299
H -4.70752 -3.05125 3.71458 0.5 0.0 -1.4 0.229
H -5.96655 -2.15975 4.22332 -0.1 0.8 0.2 0.250
H -4.27307 -1.79719 4.68355 -0.3 0.8 0.1 0.238
H -3.88659 -0.56936 2.51437 0.1 -0.1 0.2 0.162
H -5.44252 -0.04386 3.15195 -0.5 -0.1 -0.9 0.244

***

Record 2
146
Properties=species:S:1:pos:R:3:forces:R:3:mulliken_charge:R:1 method="wB97M-V/def2-TZVPD" total_charge=+2 gap_ev=3.20
C -0.47018 -1.17559 4.56338 0.8 1.0 -0.6 -1.644
C -1.25068 0.03151 3.98542 -1.0 0.4 1.6 1.252
C -2.85204 -0.13428 4.13070 1.1 0.9 -1.0 0.148
C -3.34562 -1.58979 3.99916 -0.6 0.1 0.4 -0.884
C -4.77597 -1.73406 3.42117 0.3 -0.3 -0.6 -1.040
C -4.95977 -1.18878 1.95175 0.4 0.2 1.0 -0.516
C -3.68489 -1.32737 1.08228 -0.3 -0.7 0.0 0.747
C -3.93414 -1.33924 -0.45359 -0.9 0.2 0.6 -1.298
C -4.38546 0.00710 -1.08828 0.3 -0.2 0.1 -0.697
B -3.22044 1.16619 -1.26849 -0.1 -0.9 -1.0 1.051
C -1.72045 0.73905 -0.71268 0.9 1.4 -0.9 1.299
C -0.68612 1.74396 -1.37982 0.5 -0.5 0.7 -1.922
C 0.22974 2.39174 -0.30029 -0.3 -0.1 0.4 0.902
C 1.32750 1.39100 0.17725 -0.6 0.9 -0.9 -1.253
N 2.68218 2.02325 0.26750 0.1 -1.6 0.8 0.310
C 3.15095 2.16754 1.64603 0.7 0.6 0.0 -0.809
C 2.95105 3.61077 2.22068 -0.5 0.1 1.5 -0.036
C 2.10093 3.60014 3.58487 -1.2 -0.8 -1.0 -1.229
C 0.69653 2.80126 3.40852 0.1 2.7 0.3 0.392
C 3.56394 1.14781 -0.48296 0.0 -0.1 -0.6 0.148
S 3.94451 1.50461 -2.01353 -0.3 -0.1 0.5 -0.203
S 4.25360 -0.37240 0.24311 -0.2 0.4 0.0 -0.056
C 2.86052 -1.49348 0.68764 -0.5 -0.3 -0.4 -0.178
C 3.21054 -2.91415 0.15508 -0.5 0.4 0.4 -0.444
C 1.94372 -3.82756 -0.00951 1.4 0.2 0.3 -1.184
O -3.64441 2.52240 -0.74013 0.8 -0.4 0.6 -0.801
C -3.83363 2.44890 0.60717 -1.1 1.2 0.5 0.728
C -2.89945 3.43134 1.42538 -0.3 -0.2 -0.2 0.214
C -2.37301 4.64737 0.64362 0.1 -0.2 0.8 -0.998
H 0.60305 -0.91153 4.50583 -0.3 -0.3 0.1 0.474
H -0.59242 -2.07958 3.96028 -0.2 0.1 0.4 0.341
H -0.69033 -1.31541 5.62732 -0.2 -0.2 -0.4 0.340
H -0.93186 0.29992 2.96243 -0.2 -0.4 0.1 -0.443
H -0.95823 0.91280 4.66076 -0.2 -0.9 -0.8 -0.203
H -3.12491 0.27324 5.11970 -0.1 -0.2 -0.3 0.696
H -3.31860 0.55790 3.34496 0.2 -1.3 0.8 -0.567
H -2.65222 -2.22208 3.43264 -0.1 0.4 0.0 0.121
H -3.36303 -2.00354 5.02163 0.1 0.0 -0.3 0.544
H -5.00590 -2.81399 3.38598 0.2 0.3 0.1 0.339
H -5.50913 -1.29727 4.11871 0.2 0.0 -0.3 0.394
H -5.25476 -0.12900 2.05235 -0.1 -0.3 -0.4 0.206
H -5.78490 -1.77425 1.52125 0.2 0.5 -0.1 0.497
H -2.93183 -0.58422 1.39957 -0.2 -0.1 -0.3 -0.987
H -3.24236 -2.31130 1.33956 -0.1 0.3 -0.1 0.640
H -3.05416 -1.78892 -0.93578 -0.2 0.4 -0.1 0.340
H -4.76272 -2.05735 -0.61638 0.4 0.0 0.1 0.631
H -5.26796 0.41606 -0.55283 0.3 -0.3 0.0 0.273
H -4.76576 -0.24833 -2.09366 0.1 0.2 0.3 0.447
H -3.08356 1.33898 -2.46406 0.2 0.1 -0.1 -0.606
H -1.57223 0.86380 0.38457 -0.1 -0.5 -0.2 -1.798
H -1.40422 -0.25516 -1.06601 -0.4 0.0 0.6 0.435
H 0.00320 1.17096 -2.02904 -0.3 0.3 0.0 0.660
H -1.17602 2.47946 -2.02935 0.0 0.0 0.4 0.450
H 0.67939 3.35230 -0.60668 0.1 -0.4 -0.1 0.418
H -0.41643 2.60451 0.57660 0.1 0.2 -0.3 -1.322
H 1.05267 0.89380 1.12434 0.1 0.1 -0.3 -0.006
H 1.37517 0.62780 -0.61050 -0.1 0.1 0.4 0.918
H 2.75330 1.40697 2.34363 0.0 0.2 -0.3 0.307
H 4.23928 2.01152 1.62403 -0.3 0.0 0.2 0.614
H 2.51882 4.29722 1.45829 0.1 -0.4 0.1 0.084
H 3.93742 4.00739 2.49906 -0.4 0.1 -0.2 0.318
H 2.64598 3.09032 4.38374 0.0 0.6 0.0 0.443
H 1.82047 4.65886 3.91336 3.0 -2.9 1.8 0.501
H -0.03242 2.99760 4.27271 1.3 -0.3 -0.8 0.308
H 0.92699 1.73615 3.37252 -0.4 0.2 -0.4 -0.073
H 0.19829 3.21416 2.45766 0.4 -1.3 0.7 -0.176
H 1.92093 -1.20852 0.19387 0.4 0.2 0.1 -0.049
H 2.68832 -1.46966 1.77242 0.1 -0.1 -0.3 0.332
H 3.68803 -2.75790 -0.82384 -0.1 -0.3 0.3 0.327
H 3.94129 -3.34400 0.85889 -0.2 -0.1 -0.4 0.390
H 1.48469 -3.63517 -0.98687 -0.1 -0.1 0.4 0.241
H 1.23726 -3.69171 0.81957 0.1 0.0 -0.3 0.301
H 2.31867 -4.86115 0.03852 -0.5 0.2 -0.2 0.379
H -3.72484 1.43926 1.04850 0.0 0.2 -0.2 -0.955
H -4.87829 2.77049 0.81624 0.3 -0.1 0.2 0.555
H -3.52988 3.81306 2.33720 0.6 0.1 -2.6 0.752
H -2.05836 2.76821 1.87891 -0.8 1.5 -3.3 -0.726
H -3.10426 5.45816 0.75997 0.3 -0.1 -0.4 0.411
H -1.40126 4.99465 1.11015 -0.3 0.1 -0.2 -0.220
H -2.14959 4.42680 -0.40624 -0.2 -0.1 0.3 0.168
Ca 0.71524 5.58138 3.01535 -1.4 4.0 -2.4 1.437
C -7.96600 -2.15545 8.87772 -0.1 0.0 0.0 -0.972
S -6.60167 -2.21488 7.70783 0.0 -0.1 0.0 0.519
O -6.35404 -0.81819 7.24532 0.0 0.0 -0.1 -0.606
C -7.50980 -3.05740 6.40200 -0.1 0.0 -0.1 -0.778
H -7.62913 -1.62710 9.76748 0.1 0.0 0.0 0.326
H -8.80898 -1.62490 8.43480 0.1 0.0 -0.1 0.312
H -8.25707 -3.17094 9.14665 0.0 0.0 0.0 0.370
H -8.38276 -2.46856 6.11933 0.0 0.0 0.0 0.306
H -7.81584 -4.04349 6.75156 0.0 0.0 0.0 0.414
H -6.84968 -3.16632 5.54293 0.0 0.0 0.1 0.136
C 2.05373 -2.50189 -3.75510 0.2 0.2 0.0 -0.816
C 1.85143 -2.71642 -5.24984 -0.1 -0.1 0.0 -0.581
C 0.90424 -3.87106 -5.57143 0.0 0.0 -0.1 -0.787
C 1.37149 -5.24736 -5.09191 0.0 0.2 0.0 -0.613
C 2.73805 -5.69997 -5.61105 -0.9 0.4 -0.4 -0.206
C 2.78549 -5.84927 -7.12837 0.1 0.1 0.1 -1.257
H 2.51954 -3.36362 -3.26959 0.0 0.0 0.0 0.195
H 2.70769 -1.64082 -3.59096 0.0 0.0 0.1 0.314
H 1.10216 -2.29930 -3.25627 0.0 0.0 0.0 0.252
H 2.82141 -2.87100 -5.73112 0.0 0.0 0.0 0.282
H 1.43859 -1.80151 -5.68234 0.0 0.0 0.0 0.388
H 0.73714 -3.89568 -6.65163 0.0 0.0 0.0 0.332
H -0.07325 -3.66361 -5.12358 0.0 0.0 0.0 0.371
H 0.61906 -5.98597 -5.38569 0.0 0.0 0.0 0.420
H 1.39361 -5.26137 -3.99642 0.0 0.0 0.0 0.234
H 2.96557 -6.65252 -5.16698 -0.3 -0.1 0.0 0.362
H 3.51909 -5.00971 -5.28418 0.0 0.0 0.0 0.088
H 2.03919 -6.56816 -7.47225 0.0 0.0 0.0 0.293
H 3.76774 -6.20956 -7.44295 0.0 0.0 -0.1 0.379
H 2.60672 -4.89985 -7.63658 0.0 0.0 0.0 0.297
F 4.73223 -6.92971 -4.67491 4.0 -0.9 1.6 -0.606
C -5.55166 2.14386 -5.70972 0.0 0.0 0.0 -0.557
C -4.40526 1.82332 -4.99466 0.0 0.0 0.0 -0.095
C -3.63189 0.73350 -5.37471 0.0 0.0 -0.1 -0.253
C -4.00179 -0.02855 -6.47554 0.0 0.0 0.0 -0.424
C -5.14662 0.29470 -7.19228 0.0 0.0 0.0 -0.423
C -5.92385 1.37818 -6.80725 0.0 0.0 0.0 -0.368
H -6.15638 2.99135 -5.41145 0.0 0.0 0.0 0.367
H -4.11410 2.42070 -4.14027 0.0 -0.1 0.0 0.322
H -2.74156 0.47935 -4.81251 0.0 0.0 0.0 0.303
H -3.39679 -0.87575 -6.77538 0.0 0.0 0.0 0.389
H -5.43340 -0.29918 -8.05136 0.0 0.0 0.0 0.359
H -6.81935 1.62701 -7.36292 0.0 0.0 0.0 0.359
N 2.29343 9.68350 3.28540 0.9 1.4 -0.1 0.841
O 2.95796 10.02037 2.31215 -0.2 -0.5 -0.1 -0.562
O 2.16911 10.40183 4.26771 -0.3 -0.5 0.1 -0.540
O 1.70745 8.53879 3.27497 -1.2 -2.6 0.0 -0.624
C 10.46177 1.95568 -1.03971 0.1 0.0 -0.1 -0.687
O 9.91819 0.76294 -1.59092 -0.2 0.1 0.2 -0.388
C 9.38047 -0.10863 -0.61266 0.0 0.0 -0.3 -0.766
C 7.87803 0.05688 -0.45447 0.1 0.0 0.3 -0.218
O 7.52595 1.34761 0.01893 0.0 0.0 -0.1 -0.360
C 7.17226 2.24681 -1.02301 -0.1 0.1 0.1 0.083
H 10.51225 2.69869 -1.83428 0.0 -0.1 0.0 0.256
H 9.84720 2.35387 -0.23052 0.0 -0.1 0.0 0.280
H 11.47223 1.76783 -0.66534 0.0 0.0 0.0 0.331
H 9.89294 0.02689 0.34522 -0.1 0.0 0.0 0.363
H 9.58100 -1.12995 -0.95412 0.0 0.0 0.0 0.384
H 7.52861 -0.66281 0.29368 0.0 0.0 0.0 0.333
H 7.35954 -0.16142 -1.39428 0.1 0.0 0.0 0.343
H 6.12963 2.07355 -1.31038 0.3 0.1 -0.1 -0.640
H 7.80900 2.14556 -1.90279 0.1 -0.1 0.0 0.432
H 7.27207 3.26185 -0.63804 0.0 0.0 0.0 0.266
K -2.47352 2.80648 3.64258 -0.1 -1.7 5.7 0.979
Ca 6.69775 -7.20480 -3.87609 -2.8 0.3 -1.2 1.646

***

Record 3
49
Properties=species:S:1:pos:R:3:forces:R:3:nbo_charge:R:1 method="wB97M-V/def2-TZVPD" total_charge=-1 gap_ev=4.29
C 0.47325 1.59392 3.24237 -0.2 0.0 0.1 -0.601
C -0.16610 2.70617 2.44985 -0.3 -0.9 0.2 -0.425
C -0.28255 2.32002 1.00544 -0.1 1.0 0.0 -0.101
O -1.58137 1.60547 0.85946 -0.4 -0.6 1.0 -0.351
N -1.77922 0.83525 -0.22038 0.5 -0.6 1.8 0.005
C -1.34196 0.99596 -1.36433 0.7 0.4 -4.1 0.218
C -1.85990 -0.08644 -2.30662 2.0 0.1 0.8 -0.449
C -2.05280 -1.24817 -1.27970 0.5 1.6 -0.6 -0.248
C -0.74154 -1.84933 -0.78918 -0.1 -0.5 -0.8 -0.431
C 0.20739 -2.06724 -1.95388 -0.1 -1.1 -0.5 -0.080
O 1.54625 -2.30648 -1.56954 -0.9 -1.8 0.1 -0.518
C 2.02693 -1.14974 -1.12308 4.5 -4.4 2.5 0.782
O 1.54599 -0.17274 -1.38137 -4.3 8.1 -1.9 -0.515
C 3.17089 -1.21992 -0.19817 1.5 -1.5 -0.2 -0.512
C 3.96446 -2.51888 -0.27257 -0.1 0.4 0.2 -0.598
C -2.68686 -0.36050 -0.22932 -1.2 -0.1 1.0 0.088
O -3.85610 0.16221 -0.83050 -0.5 -0.3 0.1 -0.716
P -3.41079 -1.06570 1.38497 -1.7 0.3 0.3 1.222
N -2.66962 -2.58818 1.65340 0.6 0.4 -0.3 -1.163
O -2.91173 -0.20237 2.65320 0.4 -0.5 0.0 -0.960
H 0.15015 0.62997 2.86968 -0.1 -0.4 0.1 0.170
H 0.27240 1.67105 4.29678 -0.1 -0.1 0.5 0.195
H 1.53059 1.67069 3.09298 0.7 -0.2 -0.1 0.235
H -1.13126 2.97702 2.85747 -0.3 0.2 0.0 0.195
H 0.49983 3.53882 2.50760 0.2 0.8 -0.2 0.246
H -0.33819 3.22342 0.43458 0.1 0.2 -0.9 0.232
H 0.58430 1.75523 0.71600 0.3 -0.5 -0.8 0.270
H -0.66598 1.76132 -1.72164 0.8 0.9 0.3 0.343
H -1.09624 -0.23824 -3.04309 0.3 -0.2 -0.3 0.243
H -2.71422 0.17707 -2.88985 -0.8 0.4 0.2 0.258
H -2.68224 -1.98547 -1.73748 -0.7 -0.4 0.3 0.236
H -0.29034 -1.31807 0.02240 0.3 0.8 0.3 0.227
H -0.96031 -2.81460 -0.38096 -0.1 -0.7 0.4 0.205
H 0.16387 -1.26654 -2.65832 0.3 0.3 -0.2 0.203
H -0.07916 -2.96336 -2.46949 -0.3 -0.6 -0.4 0.177
H 2.83088 -1.12452 0.80689 -0.7 0.3 0.8 0.219
H 3.82205 -0.38574 -0.36918 0.1 0.7 -0.3 0.279
H 4.56038 -2.55793 -1.16428 0.3 -0.1 -0.5 0.206
H 3.31346 -3.36868 -0.23810 -0.3 -0.6 -0.1 0.198
H 4.61695 -2.57730 0.57651 0.5 -0.1 0.4 0.199
H -4.39464 0.54101 -0.13139 -0.4 0.1 0.1 0.483
H -3.20637 -3.08246 2.34590 -0.2 -0.1 0.4 0.391
H -2.72575 -3.15825 0.82326 0.2 -0.2 -0.3 0.386
H -2.04159 -0.48959 2.95377 0.4 0.3 0.2 0.497
O 2.46420 2.83287 0.00270 -0.5 0.0 -0.1 -1.157
S 2.48460 3.21501 -1.46338 0.9 -0.5 0.7 2.567
O 1.09313 3.02783 -2.01049 -0.6 -0.2 0.1 -1.160
O 3.43022 2.30294 -2.16306 -0.4 0.2 0.0 -1.105
O 2.91460 4.62321 -1.59590 -0.4 -0.3 -0.1 -1.083

***

| no. | HOMO energy (eV) |
| --- | --- |
| 1 | -18.3761 |
| 2 | -10.8198 |
| 3 | -2.5231 |